C48H110F12Na3O34S4 as an isolated structure in a non-equilibrium geometry. Source: the OMol25 dataset; level of theory: ωB97M-V with the def2-TZVPD basis set.

Properties
LUMO level (eV): 0.995
Orbital gap (eV): 7.21
Calculated total energy (hartree): -7730.85660
Maximum force (eV/A): 4.5
Net charge: -1

Each line ends with the Mulliken charge.
Positions of all 211 atoms, in Å:
H  -1.30627  3.37961  -0.73301  -0.02
H  -3.02527  -1.07551  8.07886  0.29
H  2.86299  1.56570  6.31358  0.41
H  -2.08670  -6.47997  6.50645  0.25
H  -5.11056  -0.47809  0.40154  0.39
H  4.78848  2.94021  3.39701  0.36
H  4.37468  1.36350  -3.03194  -0.18
C  -4.55893  1.03651  -1.96248  0.73
H  -2.90218  4.03677  1.28183  -0.19
H  3.89559  3.01369  8.01191  0.35
C  7.62570  4.72441  1.48732  -0.67
Na  1.42624  2.71129  -2.92711  1.04
H  -7.73918  5.25500  -2.53524  0.41
C  -1.76441  -5.12099  3.66987  -0.82
F  -1.77611  1.38147  1.37608  0.05
H  -3.75521  2.32040  -5.82312  0.41
O  3.87221  3.39741  -3.43001  -0.13
C  -5.26959  1.03507  5.29006  -0.45
C  1.63881  -1.24488  -6.11046  0.29
S  -1.51602  -4.15404  -1.74979  0.64
H  -1.41486  -2.34930  -5.85383  -0.08
H  -5.22697  0.49251  -3.99163  0.29
O  -0.34352  -3.78349  -0.96104  0.06
H  4.38394  6.35160  4.86590  0.31
H  1.95886  4.82382  0.23721  0.06
C  4.10645  5.36674  4.49020  -0.67
H  3.46072  3.77133  2.45321  0.07
O  1.22194  -0.67103  -0.12139  0.13
O  4.88676  4.96766  3.38073  -0.39
H  -6.44138  4.70463  -3.47348  0.27
H  -2.99832  1.45364  4.32592  0.25
F  4.25834  -0.17540  -0.65845  -0.18
H  -1.00897  -3.70203  2.19888  -0.15
H  -3.87983  0.89971  2.84347  0.01
O  -3.28835  -1.87748  -5.12947  0.88
H  1.42712  -2.83204  2.56824  0.14
O  4.15170  -7.62048  2.98737  -0.44
C  -2.73828  -4.95740  -0.53075  0.41
H  -2.31083  0.28409  7.29392  0.20
F  1.40581  -2.57377  -6.18583  -0.20
H  -3.84765  2.15418  6.32437  0.16
H  1.36439  3.18407  -6.93989  0.29
S  0.97276  -0.53932  -4.37404  0.49
H  -0.74249  4.63711  -5.87422  0.47
H  -1.17310  2.49740  3.79099  -0.32
H  1.36951  1.53560  7.23708  0.42
H  -5.39545  2.03998  7.27240  0.37
H  -7.42029  3.09454  -0.05770  0.32
H  1.68724  6.29767  -0.34840  0.38
O  3.22033  -4.31822  -2.62767  0.17
C  -1.21065  4.08298  -3.89260  -0.66
C  3.56433  -6.33010  2.80402  -1.03
O  2.28413  3.47872  6.88192  -0.25
H  2.82330  -6.07824  3.56266  0.29
H  -1.47588  -5.94794  3.02102  0.25
O  0.78578  1.76667  -0.50103  -0.07
H  -3.52723  0.16680  0.41764  -0.31
C  3.47087  5.05872  -1.60451  -0.04
C  3.41507  -4.04156  -3.97213  -0.50
C  1.38837  5.27424  -0.57504  -0.40
H  -2.61518  -0.08422  3.68578  -0.18
C  -7.10956  4.37664  -2.67720  -0.97
O  -3.34221  1.11788  -4.11537  1.02
O  -4.34640  0.44859  7.50333  -0.41
H  2.50259  3.07351  9.00737  0.34
O  -1.63680  -5.17363  5.07573  -0.27
C  1.38410  -3.19109  3.59651  -0.64
H  -0.53568  2.85162  -5.58346  0.19
C  4.70175  -7.99416  4.32565  -0.75
C  -0.44681  3.85724  -5.17245  -0.90
C  4.40775  -2.91661  -4.12182  0.59
F  6.05722  -0.03758  0.66136  -0.28
C  -5.18367  -3.36540  -5.75112  -1.07
O  -4.19006  -0.36246  -1.56948  -0.15
F  2.95891  -0.97741  -6.08755  -0.14
C  -4.24771  -4.87692  -4.28234  -0.15
C  1.65122  3.99858  -6.27475  -0.98
O  2.08884  -7.07761  0.95211  -0.47
H  0.23755  -7.84490  1.36446  0.37
H  3.07255  5.54160  4.19257  0.24
H  3.64106  6.05295  -1.19142  0.62
H  -3.47845  5.01541  2.41659  0.47
F  0.22528  0.93065  2.34652  0.11
H  2.72886  3.83741  -6.24595  0.28
O  -1.31029  -5.28647  -2.66300  -0.80
H  -7.16380  4.94299  -0.12637  0.49
H  -1.09651  5.13260  -3.62171  0.53
C  -3.44728  0.61032  3.80120  0.14
O  1.59980  -1.50446  -3.47221  -0.40
C  2.93864  3.52502  8.11625  -0.88
O  -0.08097  3.00567  5.56346  -0.46
H  3.10106  4.58009  8.33658  0.25
H  0.30444  -6.16873  0.88599  0.05
H  4.84527  -2.92321  -5.12013  0.44
H  -4.89186  2.93401  0.30103  -0.28
F  -2.18737  -5.85021  0.23497  -0.18
H  8.62058  4.31524  1.66305  0.21
H  -5.45096  1.43470  -1.47892  0.44
C  -4.63554  -1.96943  -5.49519  -0.37
F  1.01498  -0.67974  -7.14088  -0.23
H  -3.55659  -4.14415  -3.86581  -0.10
H  -2.74320  3.23387  -1.80150  -0.29
O  0.96400  4.01456  -4.99435  -0.02
H  -5.62582  1.85990  4.67293  0.27
H  2.84080  -6.38999  -2.64410  0.33
H  1.45966  4.95674  -6.75780  0.33
C  -3.18708  -0.36374  7.26935  -0.46
O  -6.21550  3.99275  -1.55312  -0.18
H  -3.85768  0.53886  -6.01541  -0.14
H  4.65294  -7.14993  5.01340  0.32
O  -4.53973  4.98541  0.50551  -0.43
H  -4.60458  -3.90273  -6.50214  0.44
H  1.41486  -5.40498  -2.67793  0.25
C  -4.15859  -0.53585  -0.12620  -0.03
O  -0.81674  0.15313  -1.31753  0.10
H  -4.57797  -5.50376  -3.45402  0.22
H  2.39099  -3.87290  -4.30519  0.03
H  -5.19844  -1.66057  -4.61437  0.02
H  2.34698  -3.69291  3.69211  0.25
C  -4.66958  1.51663  6.65004  -0.28
H  -2.36620  -1.34794  -6.97793  0.29
H  5.19714  4.98591  -2.89419  0.44
O  5.54936  -2.91087  -3.33893  -0.37
H  -2.28156  1.16932  -5.84229  -0.05
Na  1.72052  -2.50048  -1.28876  0.51
H  0.78062  1.31196  4.83355  0.13
C  -6.75519  3.93881  -0.23928  -0.85
H  0.33043  5.01316  -0.60156  -0.06
H  5.59393  2.56653  -2.70716  0.44
O  0.39407  -4.22622  3.63123  -0.28
C  0.81124  -6.92587  1.48431  -0.40
C  -0.94708  -3.92016  3.26504  0.47
O  -4.49528  0.10359  4.58937  -0.44
H  5.60938  -0.82714  -3.14717  -0.14
H  -2.63163  5.76182  1.01985  0.34
H  5.70838  -8.40358  4.24096  0.24
H  -5.66303  3.74420  1.64597  0.51
F  3.93261  -0.06620  1.37090  -0.07
H  -3.15327  -6.58220  5.18784  0.36
C  -3.31413  1.36154  -5.55082  -0.64
C  5.29429  3.80183  1.35017  -0.17
C  1.08827  2.26237  5.26963  0.34
C  4.53375  2.34478  -2.58486  -0.33
H  3.78885  -4.92197  -4.49489  0.42
H  -0.17588  3.99240  3.67927  0.36
H  -1.23981  -2.97906  3.73060  0.24
C  4.76103  -0.52712  0.46487  0.30
S  0.22774  0.40648  -0.28160  0.22
C  6.26918  -1.67166  -3.34602  -0.35
H  3.87211  -1.97012  -4.04868  -0.60
H  6.76719  -1.49987  -4.30026  0.35
H  1.37411  -2.31388  4.24343  0.27
O  -2.27708  -3.02410  -2.28505  -0.84
H  -2.59267  -3.06356  -6.75742  0.36
H  4.24566  2.47080  -1.54120  0.09
O  -0.47257  -0.52792  -4.42587  -0.23
O  6.68923  3.62740  1.53281  -0.40
H  2.28446  -5.41744  -1.20358  0.01
H  2.73040  -5.07991  1.33071  -0.30
H  3.95328  4.44062  -0.84732  -0.31
H  -3.80483  -5.56950  -4.99808  0.30
H  7.37739  5.40884  2.29848  0.19
C  4.14037  4.76988  -3.05120  -0.93
H  3.88705  -6.02690  0.65489  0.51
O  -5.41988  -4.26561  -4.71449  -0.45
H  7.31842  5.15369  0.53369  0.32
O  3.42074  -2.95773  0.48030  -0.23
H  7.06334  -1.70222  -2.60004  0.30
C  -1.75893  3.68514  -1.67632  -0.70
O  2.03215  4.82748  -1.80394  -0.14
O  -0.95217  3.33404  -2.76295  0.60
H  -3.26025  -5.14445  6.24697  0.24
O  5.19574  -2.65775  2.09945  -0.73
H  -1.93270  4.75985  -1.62245  0.48
C  2.43008  -5.44696  -2.28340  -0.74
H  -1.67135  3.88194  4.50107  0.41
H  -3.69721  -1.50631  0.05670  0.00
F  -3.74212  -5.49416  -1.17189  -0.21
C  4.51480  3.75805  2.73042  -0.09
H  -4.85394  2.28351  -3.73472  0.46
H  -2.28766  4.01024  -4.04379  0.34
S  4.79217  -2.49478  0.70441  1.01
Na  -2.31870  -0.86884  -3.08935  0.27
H  -4.85453  -1.28907  -6.31815  0.48
O  5.69109  -3.02176  -0.29578  -0.69
C  -0.68419  0.54157  1.49365  -0.99
H  1.73107  2.62774  4.46874  -0.09
C  3.11779  -6.09445  1.42417  0.46
C  -2.41754  -2.13084  -6.22127  -0.87
F  -3.21819  -4.01941  0.24760  -0.20
C  -0.74234  3.33530  4.33915  -0.29
H  4.13699  4.63430  5.29687  0.25
C  -5.40527  3.85037  0.59222  0.31
C  -2.58591  -5.85371  5.76707  -0.86
H  -3.76896  1.54326  -1.40818  -0.98
H  0.73357  -6.73206  2.55412  0.21
O  1.59406  0.81988  -4.27166  -0.63
H  -2.81213  -4.96640  3.41203  0.55
C  -4.61072  1.24673  -3.50226  -1.10
H  -3.33023  -1.03157  6.41987  0.19
H  4.34294  -5.60711  3.04726  0.63
H  -6.14199  0.39653  5.42890  0.33
C  1.95883  2.13094  6.53967  -0.79
H  3.83418  5.39721  -3.88834  0.29
H  4.11062  -8.81275  4.73624  0.26
H  -7.74823  3.58654  -3.07208  0.32
F  -1.20015  -0.61021  1.84265  0.15
H  -6.12677  -3.21520  -6.27658  0.41
H  5.09501  2.99041  0.65018  0.04
H  5.21149  4.80582  0.93393  0.39
C  -3.36770  5.02107  1.33225  -0.42

---

A 2-piece molecular cluster, C5H12NO2 overall in a non-equilibrium geometry. Source: the OMol25 dataset; level of theory: ωB97M-V with the def2-TZVPD basis set.

Properties
LUMO level (spin up / spin down) (eV): 0.749 / 0.736
Orbital gap (spin up / spin down) (eV): 5.93 / 10.17
Calculated total energy (hartree): -402.85354
Spin multiplicity: 2
Maximum force (eV/A): 1.6
Energy relative to the best compared isomer or geometry (same formula, charge and spin) (kJ/mol): 112.8

Each line ends with the Mulliken charge.
Positions of all 20 atoms, in Å:
C  0.82952  1.46946  -0.19323  -0.62
H  1.07216  1.54206  -1.26182  0.26
H  -0.14385  -3.12748  1.03643  0.30
H  0.79260  -0.57419  0.06804  0.14
H  -2.59269  -0.94346  -1.33481  0.36
H  -0.16265  -2.49407  2.40309  0.27
H  -0.92297  2.63776  0.19062  0.33
H  -1.39872  1.42757  -2.05105  0.35
H  -2.60291  1.37784  -1.03505  0.39
H  1.39708  2.29093  0.24811  0.45
N  1.31834  0.23092  0.36565  0.02
H  2.89762  1.11659  1.44111  0.23
C  -1.59318  -0.47384  -1.23006  0.01
C  -1.56512  1.02370  -1.04413  -0.68
C  2.38570  0.19915  1.21878  -0.74
H  2.78320  -0.70274  1.65516  0.29
O  -0.61412  -1.17177  -1.27244  -0.50
H  -0.92568  1.18694  1.02604  0.31
O  -0.22314  -2.26812  1.46937  -0.56
C  -0.68193  1.58646  0.04352  -0.64

---

C15H19N7O4SSeTcTe as an isolated structure in a non-equilibrium geometry. Source: the OMol25 dataset; level of theory: ωB97M-V with the def2-TZVPD basis set.

Properties
LUMO level (spin up / spin down) (eV): -8.375 / -9.934
Orbital gap (spin up / spin down) (eV): 6.54 / 5.00
Calculated total energy (hartree): -4414.70638
Spin multiplicity: 4
Maximum force (eV/A): 1.2
Energy relative to the best compared isomer or geometry (same formula, charge and spin) (kJ/mol): 400.0
Net charge: +2

Each line ends with the Mulliken charge.
Positions of all 49 atoms, in Å:
H  -3.21072  -5.17186  3.09229  0.52
H  3.00267  -0.57659  2.99109  0.35
C  -0.99731  4.23228  -2.14716  -0.09
C  -2.67159  -1.89043  0.53614  -1.15
H  -8.22116  -6.09450  2.91263  0.39
O  -5.34366  -4.10937  0.51827  -0.66
H  -2.93754  -4.54813  0.13804  0.81
H  -7.79143  -5.62663  1.27099  0.37
O  -4.69575  -6.47111  0.90768  -0.65
N  0.24270  -5.30873  2.46231  0.96
C  1.11846  -3.73898  0.87190  -0.56
C  -3.45310  -4.57839  2.21803  -0.48
C  -7.41194  -6.08358  2.18495  -1.24
H  2.35088  1.08688  2.87285  0.37
C  3.17955  0.43089  2.62181  -1.05
H  2.12222  -4.07486  1.08928  0.62
H  -2.08405  -5.76545  1.04783  0.49
Se  3.11718  -2.80617  -1.79595  0.27
C  -6.23519  -5.29371  2.73684  -0.41
Tc  0.92943  -0.36926  -0.21155  0.89
N  1.82851  5.39432  -0.36945  -0.28
H  4.75159  2.67113  0.73362  0.41
C  3.77251  2.46361  0.30729  -1.05
N  -1.26218  -3.82750  1.12412  0.45
H  -6.49287  -4.26476  2.98446  0.38
C  -2.43414  -4.73792  1.08654  -1.91
H  -3.48846  -2.57693  0.30534  0.27
H  3.77767  2.71497  -0.75082  0.36
H  -2.88302  -1.44625  1.51239  0.32
N  -0.31808  -1.96838  0.10175  -0.43
C  1.75951  -2.13200  -0.91973  -0.07
N  0.55342  1.39175  -0.63758  -0.46
H  -5.74593  -5.78974  3.57523  0.37
H  -7.12207  -7.10975  1.97065  0.35
C  0.07790  3.77019  -1.33856  0.55
C  1.03038  4.70318  -0.82538  -0.02
H  3.00380  3.02412  0.83231  0.30
N  -1.85674  4.62128  -2.80348  -0.27
H  -3.62802  -3.53949  2.49152  0.34
C  0.03419  -4.29051  1.41002  -0.02
H  -2.64621  -1.09579  -0.20493  0.37
C  -1.36095  -2.58605  0.58761  0.54
S  -4.99727  -5.17019  1.43350  1.16
C  0.27810  2.49108  -1.00794  0.27
H  4.09999  0.81228  3.05887  0.39
Te  3.46911  0.36099  0.50131  0.55
O  1.33153  -5.82839  2.47811  -0.55
N  0.92956  -2.65076  0.00857  0.41
O  -0.68344  -5.51236  3.20845  -0.49